Below is a 14-piece molecular cluster, C35H83N14O32P overall in a non-equilibrium geometry, with properties calculated with the ωB97M-V functional and the def2-TZVPD basis.

The HOMO-LUMO gap comes out at 9.21 eV. Its total energy is -4897.75506 hartree. The LUMO energy comes out at -0.433 eV.

ORCA input file:
```
! RIJCOSX wB97M-V def2-TZVPD def2/J DEFGRID3
* xyz 0 1
C 8.609 -5.402 0.164
C 8.950 -3.916 0.393
C 7.700 -3.102 0.791
C 7.905 -2.156 1.995
C 7.907 -0.672 1.558
C 7.503 0.256 2.742
C 5.956 0.266 2.823
C 5.314 1.309 1.869
C 3.861 1.514 2.309
C 3.199 2.814 1.822
C 3.106 2.971 0.281
C 1.748 3.482 -0.215
C 0.956 2.425 -0.992
C 0.448 1.278 -0.115
C -0.981 1.509 0.464
C -1.760 0.206 0.301
C -3.135 0.143 0.995
C -3.391 0.907 2.287
O -2.996 1.959 2.641
N -4.277 0.130 3.034
C -4.550 -1.154 2.399
C -4.708 -2.316 3.341
O -3.462 -2.522 4.021
O -3.196 -3.897 4.074
C -3.646 -1.333 1.173
C -4.368 -1.616 -0.149
P -4.838 -3.369 -0.320
O -4.412 -4.219 0.776
O -6.440 -3.429 -0.554
O -4.189 -3.862 -1.708
H 8.085 -5.812 1.027
H 7.945 -5.511 -0.691
H 9.540 -5.945 0.019
H 9.368 -3.555 -0.546
H 9.715 -3.893 1.169
H 6.877 -3.803 0.929
H 7.429 -2.485 -0.065
H 8.896 -2.353 2.405
H 7.138 -2.294 2.754
H 8.900 -0.426 1.187
H 7.129 -0.562 0.810
H 7.891 1.256 2.561
H 7.908 -0.184 3.654
H 5.604 0.397 3.847
H 5.658 -0.740 2.523
H 5.376 0.899 0.867
H 5.918 2.211 1.965
H 3.871 1.551 3.400
H 3.221 0.671 2.044
H 2.207 2.872 2.274
H 3.780 3.645 2.231
H 3.854 3.712 0.006
H 3.410 2.037 -0.193
H 1.929 4.312 -0.900
H 1.122 3.888 0.582
H 0.146 2.933 -1.515
H 1.629 2.010 -1.743
H 1.161 1.032 0.670
H 0.373 0.399 -0.760
H -0.845 1.776 1.506
H -1.432 2.365 -0.035
H -1.951 0.092 -0.767
H -1.119 -0.609 0.635
H -3.839 0.593 0.282
H -5.155 0.586 3.234
H -5.568 -1.053 1.974
H -4.990 -3.229 2.823
H -5.458 -2.118 4.110
H -3.710 -4.219 4.829
H -2.743 -1.910 1.335
H -5.275 -1.016 -0.198
H -3.699 -1.351 -0.965
H -6.733 -2.522 -0.735
H -4.223 -4.831 -1.698
C -7.969 -3.859 -3.538
N -7.728 -2.644 -4.362
O -7.395 -2.797 -5.519
O -7.881 -1.569 -3.808
H -7.794 -4.736 -4.151
H -7.277 -3.824 -2.703
H -8.997 -3.825 -3.194
C -1.430 -5.717 -1.614
N -0.239 -5.238 -2.369
O 0.856 -5.461 -1.889
O -0.444 -4.651 -3.413
H -1.096 -6.217 -0.709
H -2.034 -4.848 -1.373
H -1.971 -6.405 -2.260
C 4.323 6.183 -2.467
N 4.987 4.868 -2.261
O 6.097 4.862 -1.777
O 4.361 3.875 -2.593
H 4.991 6.962 -2.125
H 4.116 6.284 -3.529
H 3.403 6.178 -1.889
C 7.029 9.460 0.661
N 6.582 8.603 -0.471
O 6.685 9.047 -1.603
O 6.140 7.512 -0.187
H 7.398 10.399 0.266
H 6.169 9.617 1.306
H 7.814 8.923 1.185
C -0.441 -6.893 2.662
N -0.792 -7.977 1.701
O -0.697 -7.728 0.511
O -1.150 -9.034 2.170
H -0.142 -6.016 2.101
H -1.324 -6.690 3.261
H 0.374 -7.257 3.279
C 4.104 -6.562 -3.030
N 5.087 -6.000 -2.061
O 4.669 -5.633 -0.982
O 6.246 -5.949 -2.425
H 3.118 -6.545 -2.578
H 4.131 -5.941 -3.921
H 4.413 -7.579 -3.254
C -6.158 3.993 2.907
N -7.146 3.040 3.485
O -8.154 3.492 3.980
O -6.864 1.855 3.420
H -6.536 5.001 3.035
H -5.220 3.855 3.439
H -6.047 3.749 1.854
C -8.576 -1.336 5.418
N -7.768 -2.347 6.159
O -6.574 -2.394 5.924
O -8.360 -3.052 6.947
H -7.919 -0.781 4.757
H -9.333 -1.874 4.856
H -9.030 -0.679 6.154
C 4.007 6.127 4.456
N 5.161 6.914 3.939
O 6.268 6.628 4.348
O 4.911 7.793 3.135
H 4.379 5.387 5.155
H 3.332 6.823 4.946
H 3.527 5.653 3.604
C 7.217 10.558 -4.508
N 6.269 10.967 -5.582
O 6.717 11.595 -6.521
O 5.107 10.640 -5.440
H 8.207 10.914 -4.765
H 6.872 11.004 -3.580
H 7.196 9.474 -4.448
C -12.372 -1.565 -2.794
N -11.609 -2.793 -2.444
O -10.484 -2.656 -1.996
O -12.161 -3.858 -2.633
H -11.755 -0.701 -2.574
H -12.605 -1.623 -3.856
H -13.277 -1.560 -2.194
C -13.540 -4.162 -6.974
N -12.799 -2.911 -6.654
O -11.931 -2.555 -7.417
O -13.124 -2.330 -5.630
H -13.148 -4.566 -7.901
H -13.385 -4.852 -6.150
H -14.590 -3.903 -7.074
C 5.746 1.017 -2.830
N 6.614 0.274 -1.887
O 7.817 0.335 -2.034
O 6.035 -0.344 -1.011
H 6.369 1.529 -3.555
H 5.093 0.298 -3.318
H 5.179 1.730 -2.240
*
```

---

Below is C35H87HfNO20 as an isolated structure in a non-equilibrium geometry, with properties calculated with the ωB97M-V functional and the def2-TZVPD basis.

The HOMO-LUMO gap comes out at 3.61 eV. Its total energy is -2992.15752 hartree. The LUMO energy comes out at -8.883 eV.

ORCA input file:
```
! RIJCOSX wB97M-V def2-TZVPD def2/J DEFGRID3
* xyz 2 1
Hf 14.015 -23.419 2.563
N 17.094 -23.898 4.534
O 17.146 -24.835 5.306
O 16.047 -23.723 3.807
O 18.015 -23.069 4.518
C 13.627 -27.294 4.893
C 14.465 -26.719 3.754
C 14.584 -27.631 2.537
O 13.788 -25.523 3.396
H 13.819 -26.658 5.758
H 14.044 -28.284 5.080
H 12.555 -27.417 4.743
H 15.481 -26.535 4.114
H 13.568 -27.783 2.173
H 15.098 -28.554 2.795
H 15.095 -27.088 1.739
C 12.266 -25.126 0.099
O 12.206 -24.449 1.359
C 10.865 -24.502 1.797
C 10.876 -24.216 3.312
O 11.884 -23.192 3.560
C 11.266 -21.899 3.716
H 12.269 -26.215 0.075
H 13.195 -24.882 -0.429
H 11.502 -24.716 -0.562
H 10.336 -25.455 1.708
H 10.189 -23.847 1.240
H 11.157 -25.130 3.833
H 9.885 -23.922 3.654
H 10.639 -21.566 2.889
H 12.065 -21.163 3.811
H 10.708 -21.778 4.645
C 17.911 -30.084 -2.960
O 16.545 -30.507 -2.956
C 15.586 -29.523 -3.147
C 14.213 -30.060 -2.701
O 14.143 -30.409 -1.326
C 14.072 -29.288 -0.460
H 18.128 -29.590 -2.008
H 18.145 -29.441 -3.807
H 18.384 -31.063 -2.899
H 15.495 -29.153 -4.176
H 15.895 -28.622 -2.597
H 14.045 -30.945 -3.318
H 13.402 -29.424 -3.072
H 13.964 -29.685 0.551
H 13.058 -28.920 -0.651
H 14.888 -28.569 -0.537
C 16.472 -28.923 9.291
O 17.068 -28.534 8.058
C 16.319 -29.039 6.971
C 17.163 -29.184 5.762
O 17.693 -27.911 5.395
C 18.135 -27.890 4.058
H 16.299 -30.001 9.269
H 15.506 -28.420 9.410
H 17.040 -28.647 10.177
H 15.564 -28.311 6.636
H 15.774 -29.941 7.256
H 16.541 -29.567 4.944
H 17.917 -29.944 5.993
H 18.614 -26.934 3.863
H 17.265 -28.083 3.417
H 18.805 -28.733 3.866
C 8.645 -23.990 6.483
O 7.677 -24.445 7.388
C 8.075 -25.473 8.297
C 8.755 -26.716 7.699
O 10.103 -26.586 7.254
C 10.914 -27.708 7.479
H 8.319 -22.972 6.255
H 8.608 -24.488 5.505
H 9.649 -24.077 6.903
H 7.134 -25.758 8.768
H 8.648 -25.122 9.161
H 8.188 -27.224 6.913
H 8.780 -27.464 8.499
H 10.501 -28.534 6.887
H 11.025 -27.960 8.534
H 11.876 -27.570 6.984
C 12.724 -30.602 4.559
O 13.753 -31.540 4.784
C 13.588 -32.217 6.029
C 14.858 -32.965 6.234
O 16.036 -32.264 6.604
C 17.181 -33.009 6.173
H 13.075 -30.053 3.679
H 12.565 -29.779 5.260
H 11.751 -31.011 4.274
H 12.742 -32.902 6.115
H 13.506 -31.408 6.765
H 14.984 -33.613 5.361
H 14.597 -33.732 6.976
H 17.049 -34.071 5.968
H 18.081 -32.869 6.767
H 17.386 -32.583 5.184
C 13.648 -23.093 5.967
O 13.911 -22.388 4.743
C 14.609 -21.187 5.028
C 14.848 -20.351 3.748
O 15.301 -21.321 2.778
C 16.228 -20.773 1.853
H 12.848 -22.648 6.562
H 14.587 -23.135 6.517
H 13.262 -24.105 5.846
H 15.572 -21.254 5.536
H 14.003 -20.550 5.679
H 15.610 -19.597 3.943
H 13.993 -19.828 3.318
H 17.107 -20.353 2.342
H 15.883 -19.998 1.162
H 16.617 -21.506 1.142
C 22.447 -25.193 -2.759
O 21.491 -25.331 -1.724
C 20.912 -26.621 -1.673
C 19.997 -26.641 -0.476
O 19.100 -27.771 -0.570
C 17.998 -27.584 0.294
H 23.172 -24.396 -2.602
H 21.881 -24.820 -3.621
H 22.968 -26.097 -3.076
H 21.614 -27.451 -1.538
H 20.442 -26.765 -2.650
H 19.297 -25.811 -0.608
H 20.620 -26.616 0.418
H 17.711 -28.588 0.609
H 17.168 -27.100 -0.234
H 18.137 -26.983 1.197
C 11.027 -28.611 1.955
O 10.992 -27.844 0.746
C 10.158 -28.460 -0.218
C 9.598 -27.374 -1.113
O 10.598 -26.809 -1.954
C 10.219 -25.863 -2.916
H 11.490 -28.035 2.754
H 11.514 -29.581 1.844
H 10.028 -28.835 2.341
H 9.299 -29.041 0.128
H 10.787 -29.172 -0.761
H 9.087 -26.627 -0.494
H 8.835 -27.733 -1.812
H 9.611 -25.057 -2.482
H 9.478 -26.289 -3.601
H 11.105 -25.466 -3.402
*
```

---

Below is a 11-piece molecular cluster, C35H89N19O11 overall in a non-equilibrium geometry, with properties calculated with the ωB97M-V functional and the def2-TZVPD basis.

The HOMO-LUMO gap comes out at 8.46 eV. Its total energy is -3255.17433 hartree. Its SMILES is CC1(C)CCCC(C)(C)N1O.CC1(C)CCCC(C)(C)N1O.CC1(C)CCCC(C)(C)N1O.NC(N)=O.NC(N)=O.NC(N)=O.NC(N)=O.NC(N)=O.NC(N)=O.NC(N)=O.NC(N)=O. The LUMO energy comes out at 0.063 eV.

ORCA input file:
```
! RIJCOSX wB97M-V def2-TZVPD def2/J DEFGRID3
* xyz 0 1
C -25.830 38.573 -17.204
C -25.823 37.297 -16.355
C -26.131 37.687 -14.887
C -26.969 36.429 -16.908
C -26.965 34.969 -16.393
C -25.601 34.310 -16.629
C -24.461 35.137 -16.006
C -24.470 35.042 -14.470
C -23.124 34.590 -16.547
N -24.614 36.522 -16.492
O -23.470 37.312 -16.179
H -26.821 38.865 -17.544
H -25.396 39.445 -16.705
H -25.167 38.454 -18.067
H -26.772 38.562 -14.751
H -26.619 36.865 -14.369
H -25.197 37.964 -14.398
H -27.886 36.823 -16.457
H -27.036 36.506 -17.991
H -27.211 34.950 -15.333
H -27.743 34.489 -16.990
H -25.478 34.249 -17.712
H -25.564 33.318 -16.176
H -24.011 35.920 -14.010
H -23.985 34.111 -14.179
H -25.467 35.129 -14.038
H -23.106 33.530 -16.289
H -22.336 35.082 -15.980
H -23.066 34.707 -17.626
H -22.945 37.270 -16.985
C -16.660 34.387 -7.898
C -17.612 33.218 -8.035
C -16.891 32.005 -8.674
C -18.115 32.867 -6.622
C -19.339 31.959 -6.638
C -20.480 32.520 -7.476
C -19.999 32.832 -8.927
C -19.953 31.429 -9.641
C -21.107 33.675 -9.556
N -18.786 33.597 -8.814
O -18.414 34.115 -10.086
H -16.192 34.747 -8.816
H -17.122 35.260 -7.427
H -15.834 34.092 -7.245
H -15.811 32.177 -8.692
H -17.039 31.058 -8.154
H -17.149 31.857 -9.723
H -17.335 32.387 -6.029
H -18.440 33.761 -6.084
H -19.067 30.946 -6.954
H -19.644 31.777 -5.602
H -20.918 33.450 -7.096
H -21.274 31.774 -7.431
H -19.725 31.695 -10.677
H -20.948 30.994 -9.595
H -19.214 30.766 -9.206
H -20.905 33.996 -10.576
H -21.069 34.581 -8.942
H -22.081 33.196 -9.518
H -18.773 35.016 -10.097
C -19.745 37.322 -8.482
C -19.649 37.961 -9.877
C -20.213 39.396 -9.801
C -18.147 37.932 -10.228
C -17.816 37.919 -11.726
C -18.693 36.897 -12.419
C -20.196 37.008 -12.217
C -20.709 38.319 -12.883
C -20.889 35.799 -12.822
N -20.383 37.044 -10.752
O -21.762 37.019 -10.395
H -19.065 37.677 -7.706
H -20.749 37.249 -8.054
H -19.552 36.246 -8.592
H -21.052 39.398 -9.104
H -19.421 40.071 -9.475
H -20.555 39.826 -10.744
H -17.698 38.832 -9.789
H -17.600 37.138 -9.711
H -17.938 38.911 -12.163
H -16.769 37.635 -11.845
H -18.364 35.854 -12.308
H -18.497 36.940 -13.504
H -19.982 39.124 -12.774
H -21.704 38.573 -12.524
H -20.731 38.178 -13.966
H -21.924 35.702 -12.508
H -20.288 34.911 -12.620
H -20.834 35.949 -13.903
H -21.999 37.959 -10.472
N -16.511 42.227 -9.430
C -15.393 42.370 -8.648
N -15.338 41.463 -7.623
O -14.450 43.073 -8.979
H -17.369 41.841 -9.075
H -16.626 42.986 -10.082
H -14.631 41.295 -6.937
H -16.217 40.992 -7.487
N -20.095 35.828 -5.453
C -20.570 37.001 -4.987
N -21.888 37.102 -4.661
O -19.791 37.957 -4.873
H -19.125 35.904 -5.706
H -20.655 35.030 -5.687
H -22.313 37.975 -4.416
H -22.414 36.254 -4.775
N -23.551 37.843 -7.667
C -24.591 38.683 -7.267
N -25.833 38.132 -7.425
O -24.420 39.786 -6.782
H -23.803 36.884 -7.836
H -22.752 38.065 -7.092
H -26.575 38.740 -7.124
H -26.027 37.287 -7.931
N -17.881 32.701 -13.510
C -17.032 33.072 -14.512
N -16.188 34.109 -14.233
O -17.057 32.566 -15.630
H -17.809 33.144 -12.611
H -18.554 31.988 -13.714
H -16.206 34.576 -13.346
H -15.540 34.356 -14.956
N -18.929 41.638 -14.999
C -19.704 42.355 -15.875
N -19.126 42.612 -17.103
O -20.853 42.678 -15.618
H -19.281 41.701 -14.059
H -17.963 41.483 -15.217
H -19.821 43.035 -17.701
H -18.195 42.986 -17.149
N -14.776 39.209 -10.201
C -13.587 39.294 -10.857
N -12.858 40.436 -10.700
O -13.213 38.381 -11.600
H -15.327 38.438 -10.522
H -15.101 40.003 -9.678
H -13.380 41.224 -10.341
H -12.033 40.599 -11.239
N -19.183 40.684 -6.231
C -18.335 41.498 -5.526
N -18.255 41.187 -4.196
O -17.757 42.436 -6.064
H -19.513 41.115 -7.077
H -19.680 39.952 -5.750
H -19.038 40.789 -3.712
H -17.578 41.664 -3.629
N -24.588 38.084 -11.655
C -25.716 37.797 -10.935
N -26.732 38.704 -11.073
O -25.726 36.895 -10.105
H -24.469 38.819 -12.324
H -23.859 37.420 -11.446
H -26.492 39.587 -11.488
H -27.609 38.642 -10.598
*
```